A cluster of 2 separate species, C3H10O3 in total in a non-equilibrium geometry, computed with ωB97M-V/def2-TZVPD.

The SMILES is OCCCO.O. The frontier orbital gap comes out at 0.40274 hartree. The energy is -345.9361 hartree. Its HOMO energy is -10.313 eV. As for the LUMO energy: 0.6 eV.

Structure (XYZ):
```
16
Properties=species:S:1:pos:R:3:forces:R:3
O -2.16855 3.20260 -0.53491 -1.07 -3.01 1.59
C -1.67368 1.84135 -0.17794 -1.63 1.03 1.94
C -0.76119 1.22843 -1.20253 -2.02 1.41 -1.94
C 0.06411 0.10897 -0.72834 -0.51 -0.90 -1.58
O 0.50108 -0.62868 -1.89459 1.97 -2.95 2.37
H -1.38126 3.54550 -0.80721 3.11 2.57 -1.42
H -1.10068 1.72435 0.78249 -0.70 1.13 -0.19
H -2.70486 1.47144 0.02298 1.14 -1.21 -0.39
H -1.48871 0.83624 -1.91421 0.49 -0.08 -0.75
H -0.18131 2.06552 -1.72259 -0.49 -1.23 0.67
H 0.90493 0.46634 -0.29333 2.83 1.39 1.59
H -0.40161 -0.45852 0.05986 -0.75 -0.77 -0.09
H 1.16329 -1.37104 -1.48592 -2.39 2.63 -1.78
O 3.21995 -4.44751 2.89568 -0.99 -1.50 2.81
H 2.92343 -5.36001 3.14516 0.41 0.26 -1.66
H 3.08506 -4.22498 3.85541 0.57 1.24 -1.15
```
Positions in Å, forces in eV/Å.